{"formula": "C46H91FINO7PS", "method": "ωB97M-V/def2-TZVPD", "total_energy_ha": -3525.563439, "charge": 1, "e_lumo_ha": -0.167, "homo_energy_ev": -10.6, "fmax_ev_per_a": 0.9, "multiplicity": 1, "elements": ["C", "C", "C", "C", "C", "C", "C", "C", "C", "C", "C", "C", "C", "C", "C", "C", "C", "C", "C", "C", "C", "C", "C", "C", "C", "C", "C", "F", "C", "P", "O", "O", "S", "N", "C", "C", "O", "I", "H", "H", "H", "H", "H", "H", "H", "H", "H", "H", "H", "H", "H", "H", "H", "H", "H", "H", "H", "H", "H", "H", "H", "H", "H", "H", "H", "H", "H", "H", "H", "H", "H", "H", "H", "H", "H", "H", "H", "H", "H", "H", "H", "H", "H", "H", "H", "H", "H", "H", "H", "C", "C", "O", "C", "C", "H", "H", "H", "H", "H", "H", "H", "H", "H", "H", "C", "C", "O", "C", "C", "H", "H", "H", "H", "H", "H", "H", "H", "H", "H", "C", "C", "O", "C", "C", "H", "H", "H", "H", "H", "H", "H", "H", "H", "H", "C", "C", "O", "C", "C", "H", "H", "H", "H", "H", "H", "H", "H", "H", "H"], "positions_angstrom": [[4.0303, -0.7111, 3.0591], [5.2528, -0.2711, 3.3140], [6.2973, 0.0493, 2.2630], [6.3982, -0.9199, 1.1268], [5.9552, -0.5661, -0.1421], [5.3762, 0.7729, -0.4955], [3.8511, 0.9089, -0.2669], [3.4414, 1.8907, 0.8533], [2.5241, 3.0301, 0.3816], [1.4368, 3.3586, 1.4153], [0.2048, 2.4659, 1.2444], [-0.7528, 2.9453, 0.1326], [-2.0997, 3.5053, 0.6385], [-3.3389, 3.0178, -0.1393], [-4.2377, 2.0691, 0.6637], [-5.6950, 2.0123, 0.1703], [-6.7402, 2.1653, 1.2891], [-7.9952, 1.3122, 1.0808], [-8.8536, 1.1379, 2.3438], [-9.2337, -0.3307, 2.6539], [-10.7393, -0.5613, 2.5192], [-11.2227, -2.0279, 2.5129], [-10.1981, -3.0612, 2.0520], [-9.9154, -2.9997, 0.5550], [-8.8359, -3.9896, 0.1313], [6.0875, -1.4934, -1.1465], [6.6766, -2.7135, -0.9139], [6.8403, -3.4942, -1.9478], [7.1263, -3.0853, 0.3254], [7.9265, -4.7762, 0.4615], [7.8484, -5.1900, 2.0105], [9.4822, -4.4111, 0.2848], [7.2411, -6.0762, -0.7171], [6.9511, -2.1448, 1.3274], [7.3041, -2.4888, 2.7031], [6.1564, -3.1288, 3.5028], [6.1652, -3.0948, 4.6904], [4.5711, -4.1078, 2.4336], [3.3339, -0.8914, 3.8655], [3.6904, -0.8975, 2.0473], [5.5629, -0.1160, 4.3404], [6.0838, 1.0309, 1.8488], [7.2618, 0.1500, 2.7605], [5.6032, 0.9178, -1.5510], [5.9021, 1.5770, 0.0172], [3.4246, -0.0777, -0.0826], [3.4295, 1.2625, -1.2052], [4.3332, 2.3208, 1.3088], [2.9011, 1.3359, 1.6209], [2.0419, 2.7542, -0.5566], [3.1101, 3.9327, 0.2090], [1.1515, 4.4078, 1.3498], [1.8478, 3.1967, 2.4146], [-0.3331, 2.3769, 2.1871], [0.5560, 1.4600, 0.9937], [-0.9308, 2.1363, -0.5747], [-0.2443, 3.7378, -0.4193], [-2.2200, 3.2579, 1.6925], [-2.0611, 4.5916, 0.5702], [-3.0236, 2.5210, -1.0566], [-3.9403, 3.8813, -0.4256], [-4.2183, 2.3471, 1.7170], [-3.8208, 1.0622, 0.5859], [-5.8508, 2.7995, -0.5695], [-5.8859, 1.0705, -0.3451], [-6.2836, 1.9038, 2.2461], [-7.0464, 3.2112, 1.3519], [-7.6858, 0.3464, 0.6767], [-8.6007, 1.7895, 0.3078], [-9.7720, 1.7126, 2.2233], [-8.3258, 1.5677, 3.1959], [-8.9319, -0.5552, 3.6772], [-8.6813, -0.9686, 1.9690], [-11.1108, -0.0417, 1.6342], [-11.2040, -0.0616, 3.3722], [-12.0742, -2.1021, 1.8334], [-11.5908, -2.3035, 3.5011], [-10.5984, -4.0550, 2.2719], [-9.2725, -2.9810, 2.6250], [-9.6207, -1.9872, 0.2727], [-10.8390, -3.2422, 0.0260], [-9.0421, -4.9746, 0.5518], [-8.7916, -4.1029, -0.9512], [-7.8510, -3.6751, 0.4770], [5.7671, -1.2688, -2.1554], [8.7168, -5.5048, 2.3045], [9.6972, -3.4885, 0.4718], [8.1302, -3.1785, 2.7227], [7.6110, -1.6083, 3.2509], [-10.6269, 1.4966, -3.4186], [-11.2213, 0.5146, -2.4230], [-11.3787, 1.0423, -1.1191], [-12.2436, 2.1575, -1.0004], [-13.6767, 1.8761, -1.4184], [-9.6949, 1.9122, -3.0324], [-10.4200, 0.9899, -4.3617], [-11.3038, 2.3251, -3.6313], [-10.5509, -0.3368, -2.3010], [-12.1725, 0.1191, -2.7972], [-11.8450, 3.0156, -1.5541], [-12.2149, 2.4224, 0.0571], [-13.7619, 1.6843, -2.4889], [-14.3068, 2.7350, -1.1862], [-14.0637, 1.0054, -0.8876], [2.4350, -2.2370, 9.2133], [1.7886, -1.5027, 8.0519], [2.6924, -1.1590, 7.0126], [3.3391, -2.2425, 6.3768], [2.3954, -3.2100, 5.6811], [3.2906, -1.6758, 9.5906], [1.7138, -2.3586, 10.0213], [2.7812, -3.2321, 8.9295], [1.3838, -0.5514, 8.3952], [0.9474, -2.0807, 7.6534], [3.9883, -2.7792, 7.0777], [3.9964, -1.7782, 5.6387], [1.7760, -3.7648, 6.3860], [2.9703, -3.9301, 5.0983], [1.7297, -2.6705, 5.0040], [8.1006, 3.5027, -4.0176], [7.1050, 2.3593, -3.9372], [5.7535, 2.7591, -3.7975], [5.2329, 3.5199, -4.8804], [5.2423, 2.7797, -6.2068], [7.9674, 4.1864, -3.1779], [9.1184, 3.1126, -3.9971], [7.9871, 4.0747, -4.9384], [7.3139, 1.7618, -3.0444], [7.2186, 1.6952, -4.7986], [5.7644, 4.4730, -4.9667], [4.2085, 3.7541, -4.5918], [6.2533, 2.5914, -6.5709], [4.7240, 3.3697, -6.9625], [4.7367, 1.8174, -6.1103], [7.4514, -1.3380, -9.0977], [8.5351, -0.6338, -8.3008], [8.0726, -0.0470, -7.0933], [7.5210, -0.9370, -6.1472], [8.4894, -1.9931, -5.6377], [6.6084, -0.6678, -9.2701], [7.8482, -1.6545, -10.0620], [7.0779, -2.2277, -8.5882], [8.9378, 0.1977, -8.8779], [9.3694, -1.3152, -8.1007], [6.6128, -1.4116, -6.5378], [7.2093, -0.3021, -5.3174], [8.7633, -2.7076, -6.4141], [8.0333, -2.5564, -4.8212], [9.4059, -1.5253, -5.2745]]}